A cluster of 2 separate species, C15H12F2OS in total in a non-equilibrium geometry. Source: the OMol25 dataset; level of theory: wB97M-V/def2-TZVPD.

Computed properties:
Kohn-Sham gap ... 4.46 eV
E_HOMO ... -7.370 eV
LUMO energy ... -2.91 eV

Last column: natural (NBO) charge in e.
CARTESIAN COORDINATES (ANGSTROEM)
C1 -1.37 0.19 3.26  0.37
C2 -0.56 -0.03 0.99  -0.16
H1 -3.41 -0.41 3.68  0.24
O1 -2.17 0.07 -2.75  -0.65
C3 -2.81 -0.79 1.62  -0.22
H2 5.43 1.91 0.09  0.24
H3 4.58 0.56 -1.84  0.23
C4 -1.81 -0.64 0.68  -0.08
H4 -3.75 -1.25 1.34  0.24
C5 3.49 1.96 1.03  0.39
C6 -1.95 -1.15 -2.87  0.33
C7 3.91 0.84 -1.03  -0.20
C8 -2.62 -0.34 2.94  -0.18
C9 -2.90 -2.05 -3.60  -0.71
C10 4.39 1.60 0.04  -0.22
C11 -0.33 0.30 2.36  -0.20
H5 -3.07 -2.99 -3.07  0.23
C12 2.59 0.42 -1.07  -0.14
F1 -1.18 0.64 4.55  -0.33
H6 1.48 2.03 1.76  0.24
H7 -1.96 -0.99 -0.35  0.27
F2 3.96 2.71 2.09  -0.32
H8 -3.84 -1.51 -3.71  0.22
C13 1.68 0.75 -0.01  -0.14
S1 -0.58 -1.88 -2.20  -0.36
H9 0.63 0.69 2.70  0.24
H10 2.20 -0.18 -1.90  0.25
H11 -2.52 -2.29 -4.59  0.23
H12 0.00 -0.01 -1.09  0.29
C14 2.15 1.61 1.02  -0.23
C15 0.35 0.22 -0.07  0.12

A cluster of 2 separate species, C3H9N2O in total in a non-equilibrium geometry. Source: the OMol25 dataset; level of theory: wB97M-V/def2-TZVPD.

Computed properties:
Kohn-Sham gap ... 9.11 eV
E_HOMO ... -13.599 eV
Net charge ... +1
Energy relative to the best compared isomer or geometry (same formula, charge and spin) ... 309.8 kJ/mol
LUMO energy ... -4.49 eV

Last column: natural (NBO) charge in e.
CARTESIAN COORDINATES (ANGSTROEM)
H1 0.96 0.09 -3.07  0.49
H2 -1.84 1.21 -0.33  0.45
H3 1.18 -1.58 -0.09  0.26
H4 0.25 1.74 1.54  0.26
H5 0.13 -2.17 0.82  0.26
C1 -0.02 0.64 1.64  -0.32
H6 0.00 0.98 -3.59  0.48
N1 1.07 -0.36 1.71  -0.57
C2 0.54 -1.09 0.65  -0.33
O1 0.19 0.63 -2.77  -0.96
H7 -0.69 0.70 2.48  0.26
N2 -1.26 0.31 -0.52  -0.62
H8 -1.24 -0.16 -1.49  0.48
H9 1.18 -0.92 2.61  0.40
C3 -0.45 -0.03 0.41  0.46

A cluster of 2 separate species, C5H15N2O in total in a non-equilibrium geometry. Source: the OMol25 dataset; level of theory: wB97M-V/def2-TZVPD.

Computed properties:
Kohn-Sham gap (spin up / spin down) ... 9.42 / 6.21 eV
E_HOMO (spin up / spin down) ... -16.475 / -16.474 eV
Net charge ... +2
Energy relative to the best compared isomer or geometry (same formula, charge and spin) ... 58.2 kJ/mol
Spin multiplicity ... 2
LUMO energy (spin up / spin down) ... -7.06 / -10.26 eV
Expectation value of S² ... 0.761

Last column: natural (NBO) charge in e.
CARTESIAN COORDINATES (ANGSTROEM)
H1 1.75 -3.85 -0.92  0.47
C1 0.98 -1.90 -0.94  -0.21
H2 2.26 -0.22 -1.38  0.27
H3 -2.01 0.87 0.04  0.44
H4 -2.33 1.32 -1.63  0.44
H5 -3.96 2.21 3.25  0.49
C2 0.49 0.46 -0.30  0.20
H6 0.45 -1.89 -1.90  0.23
H7 0.28 -2.28 -0.18  0.25
H8 2.24 -0.66 0.26  0.25
C3 0.52 1.04 1.02  -0.75
C4 1.56 -0.55 -0.59  -0.49
O1 -3.01 2.12 3.23  -0.97
N1 -1.68 1.20 -0.86  -0.56
H9 -2.64 2.52 4.00  0.49
H10 2.47 -2.86 -2.10  0.46
H11 -0.41 1.26 1.59  0.31
H12 2.95 -2.76 -0.60  0.45
H13 -0.35 0.43 -2.29  0.24
N2 2.10 -2.92 -1.15  -0.68
C5 -0.48 0.67 -1.24  0.07
H14 1.18 0.70 1.80  0.28
H15 0.75 2.14 0.85  0.33